1.
{
  "formula": "C2H5N3S",
  "method": "ωB97M-V/def2-TZVPD",
  "species": ["C", "C", "N", "N", "N", "S", "H", "H", "H", "H", "H"],
  "coordinates": [[-1.2015, 0.0330, 1.0262], [0.9014, 0.6514, -0.6759], [-1.7424, 1.2018, 0.7537], [-2.6990, 1.2359, -0.1122], [-2.0351, -1.0742, 0.4715], [-3.1443, -0.2715, -0.5502], [-0.6363, -0.3115, 1.8602], [0.2432, 1.1605, -1.4002], [1.0014, -0.5106, -0.7451], [1.7031, 1.1497, -0.1514], [-1.5203, -1.8778, 0.2082]],
  "forces_ev_per_a": [[-4.053, -1.167, -0.924], [0.373, -2.306, -1.089], [2.536, -0.276, 1.648], [-0.522, 0.458, -0.338], [0.755, 2.910, 0.823], [-0.163, -1.690, -0.488], [0.834, 0.653, 0.321], [0.516, -0.292, 0.679], [-0.315, 2.383, 0.098], [-0.197, 0.215, -0.017], [0.237, -0.887, -0.714]],
  "lowdin_spin": [0.215, 0.804, 0.018, 0.325, 0.205, 0.278, 0.011, 0.043, 0.037, 0.052, 0.012],
  "orbital_gap_ev": [7.59, 9.23],
  "largest_force_ev_per_a": 4.318,
  "s2": 2.017,
  "multiplicity": 3,
  "homo_energy_ev": [-6.975, -9.896],
  "charge": 0
}

2.
{
  "formula": "C5H8O2",
  "method": "ωB97M-V/def2-TZVPD",
  "species": ["O", "C", "C", "C", "C", "C", "O", "H", "H", "H", "H", "H", "H", "H", "H"],
  "coordinates": [[2.3758, 0.4098, 0.2184], [1.3709, -0.5393, -0.1150], [0.0750, -0.0857, 0.5438], [-0.5009, 1.2227, 0.0048], [-2.0049, -0.3417, -0.6357], [-1.0899, -0.9918, 0.1946], [-1.3042, -2.1731, 0.4121], [3.1851, 0.1555, -0.2537], [1.6155, -1.5504, 0.2500], [1.2156, -0.6014, -1.2070], [0.2231, -0.0556, 1.6303], [-0.9241, 1.8968, 0.7512], [0.1914, 1.7761, -0.6359], [-1.4518, 0.9282, -0.9227], [-2.9766, -0.0501, -0.2353]],
  "forces_ev_per_a": [[0.344, -0.278, -0.352], [-0.326, -0.163, -0.063], [-0.102, -0.175, -0.110], [-0.733, -0.060, -0.479], [-0.319, 2.145, -0.703], [0.213, -1.157, -0.021], [0.509, -0.086, 0.698], [-0.317, 0.206, 0.275], [-0.028, 0.295, -0.072], [0.098, 0.059, 0.246], [-0.073, 0.073, -0.188], [-0.110, -0.274, -0.169], [-0.307, -0.160, -0.175], [1.164, -0.279, 1.135], [-0.012, -0.145, -0.020]],
  "lowdin_charge": [-0.063, -0.227, -0.272, 0.005, 0.139, -0.565, 0.063, 0.097, 0.133, 0.137, 0.163, 0.097, 0.101, 0.119, 0.072],
  "orbital_gap_ev": 8.77,
  "largest_force_ev_per_a": 2.279,
  "homo_energy_ev": -8.879,
  "charge": 0
}

3.
{
  "formula": "C18H27CaCl2CsF9N4NaO9",
  "method": "ωB97M-V/def2-TZVPD",
  "species": ["O", "N", "C", "C", "C", "C", "O", "C", "C", "F", "F", "C", "F", "F", "C", "F", "F", "C", "F", "F", "N", "C", "F", "H", "H", "H", "H", "H", "H", "H", "H", "H", "H", "C", "N", "O", "O", "H", "H", "H", "C", "O", "O", "O", "Ca", "C", "O", "H", "H", "H", "H", "Cl", "Cl", "Na", "Cs", "C", "C", "N", "H", "H", "H", "C", "C", "C", "O", "H", "H", "H", "H", "H", "H", "H"],
  "coordinates": [[-3.1971, -1.4865, -0.1091], [-1.9423, -1.0425, -0.4023], [-1.3462, 0.1031, 0.1346], [-0.1238, 0.1173, -0.4359], [0.9997, 1.0864, -0.3485], [0.7064, 2.1047, -1.4524], [1.8512, 2.7118, -2.0017], [1.5452, 2.8743, -3.3793], [2.4108, 3.9007, -4.0626], [3.6960, 3.5128, -3.9202], [2.2854, 5.1222, -3.5005], [2.0040, 3.8917, -5.5855], [1.0099, 3.0147, -5.7751], [3.0688, 3.4855, -6.2855], [1.5579, 5.2423, -6.1895], [2.4728, 6.2102, -5.9893], [1.4968, 5.0597, -7.5181], [0.1553, 5.7438, -5.7757], [-0.7745, 5.2178, -6.5932], [-0.1611, 5.3883, -4.5094], [-0.0038, -0.9707, -1.2845], [-1.1300, -1.6289, -1.2499], [-1.3788, -2.6665, -1.9542], [-3.1913, -1.6134, 0.8472], [-1.7370, 0.8309, 0.8158], [1.0446, 1.5404, 0.6363], [1.9284, 0.5487, -0.5310], [-0.0459, 2.8122, -1.0985], [0.2286, 1.5319, -2.2489], [0.5145, 3.1951, -3.5010], [1.7020, 1.9188, -3.8753], [0.0993, 6.8221, -5.9120], [0.8044, -1.1791, -1.8491], [-2.6691, 3.2906, -4.0830], [-2.0697, 2.0739, -3.4739], [-2.2558, 1.8806, -2.2938], [-1.4285, 1.3430, -4.2127], [-3.2023, 3.8249, -3.3053], [-1.8574, 3.8853, -4.4926], [-3.3393, 2.9649, -4.8719], [-2.8081, -3.7783, -4.2197], [-2.8997, -2.4376, -4.3380], [-3.8502, -4.4820, -3.8368], [-1.7859, -4.3855, -4.5225], [-3.7897, -1.9028, -6.1324], [-0.9932, -0.1915, 3.7218], [-1.7596, 0.6379, 2.8806], [-0.1417, -0.5745, 3.1716], [-0.6444, 0.3864, 4.5691], [-1.6054, -1.0224, 4.0641], [-2.5196, 0.9822, 3.3643], [-3.6403, 1.7789, 0.0488], [0.7059, 1.3153, -7.7188], [-5.8177, -4.4242, -3.7978], [-2.3979, 0.1473, 5.6016], [2.6329, -3.4015, 4.8522], [1.4600, -2.6851, 5.3117], [0.5498, -2.1049, 5.7020], [3.0176, -2.9557, 3.9364], [3.3974, -3.3620, 5.6258], [2.3721, -4.4415, 4.6682], [2.2594, -5.1405, 7.7596], [2.3395, -5.4802, 9.2640], [1.1852, -4.7249, 9.9707], [3.5211, -5.0708, 9.7567], [2.3822, -4.0638, 7.6110], [3.0373, -5.6661, 7.2004], [1.2857, -5.4326, 7.3290], [2.0942, -6.5692, 9.3516], [1.2975, -3.6461, 9.8390], [1.1840, -4.9490, 11.0374], [0.2034, -5.0183, 9.5657]],
  "forces_ev_per_a": [[0.111, -0.363, -0.505], [-0.870, 0.814, 0.982], [1.528, -0.619, -0.773], [0.654, 0.178, 0.927], [-0.275, 0.208, -0.187], [0.089, -0.607, 0.019], [-0.170, 0.413, -0.040], [0.238, 0.180, 0.424], [-0.224, -0.985, 0.184], [0.304, 0.339, -0.147], [0.040, 0.218, -0.046], [0.570, 0.308, 0.208], [-0.040, 0.830, 0.515], [0.204, 0.005, -0.161], [-0.340, -0.332, -0.580], [0.094, 0.114, 0.525], [0.016, -0.018, -0.278], [0.047, 0.282, -0.590], [-0.235, -0.334, 0.065], [0.036, 0.103, 0.223], [0.466, 0.525, -0.091], [-0.355, -0.459, -0.450], [-0.271, -0.614, 0.007], [-0.106, 0.112, 0.110], [-0.682, -0.291, -0.146], [0.067, 0.042, 0.105], [0.220, 0.162, -0.065], [0.081, 0.273, 0.006], [-0.150, -0.029, -0.027], [-0.127, -0.042, -0.066], [-0.177, -0.052, -0.280], [0.167, 0.202, 0.385], [-0.119, -0.123, -0.242], [-0.016, 0.159, 0.147], [-0.084, -0.080, -0.089], [0.366, 0.059, -0.498], [-0.101, -0.121, -0.046], [-0.004, -0.049, 0.060], [-0.062, -0.119, -0.106], [0.086, 0.001, -0.096], [0.534, -2.408, 0.012], [-1.299, 0.194, -0.879], [-0.145, 1.790, -0.379], [0.422, 1.000, -0.183], [1.631, 0.045, 0.975], [2.341, -0.463, -3.432], [0.092, -0.102, 0.286], [0.024, 0.079, -0.285], [2.007, -0.403, -1.187], [1.382, -0.927, -1.234], [-0.146, 0.423, -0.983], [-0.832, 0.150, 0.906], [-0.522, -0.848, -0.583], [-0.689, -0.323, 0.468], [-5.402, 1.191, 7.248], [0.171, -0.118, -0.080], [-0.081, 0.124, 0.211], [-0.375, 0.293, -0.267], [-0.044, 0.045, -0.007], [-0.007, -0.072, 0.035], [0.034, -0.036, 0.077], [-0.567, -0.339, -0.472], [0.343, 1.189, 0.060], [-0.536, -0.321, -0.158], [0.025, -0.496, 0.045], [0.092, 0.042, 0.215], [0.116, 0.012, 0.117], [0.010, 0.014, -0.050], [0.179, -0.058, 0.085], [0.168, 0.009, -0.005], [0.118, 0.018, 0.027], [-0.025, 0.007, 0.029]],
  "lowdin_charge": [0.090, -0.014, -0.075, -0.224, -0.059, -0.213, -0.069, -0.110, -0.403, 0.135, 0.130, -0.390, -0.032, 0.153, -0.383, 0.143, 0.149, -0.273, 0.098, 0.085, 0.256, -0.303, 0.255, 0.126, -0.007, 0.124, 0.129, 0.145, 0.086, 0.116, 0.161, 0.172, 0.203, 0.067, -0.434, -0.071, 0.028, 0.103, 0.073, 0.098, -0.936, -0.388, -0.236, 0.012, 1.583, -0.536, -0.195, 0.110, -0.069, -0.060, 0.004, -0.294, -0.610, 0.747, 1.525, -0.058, -0.261, 0.143, 0.084, 0.093, 0.092, -0.129, -0.716, -0.113, -0.282, 0.043, 0.061, 0.057, 0.106, 0.056, 0.057, 0.048],
  "orbital_gap_ev": 0.79,
  "largest_force_ev_per_a": 9.118,
  "homo_energy_ev": -4.611,
  "charge": 0
}